Molecular formula: C40H62Ca2MgNO23PS4
Method: DFT, ωB97M-V with the def2-TZVPD basis set

XYZ file:
```
134
Properties=species:S:1:pos:R:3:lowdin_charge:R:1
C -1.57 0.65 0.27 -0.225
C -1.60 -0.61 0.28 -0.148
C -1.32 -2.13 0.15 -0.098
C 0.14 -2.26 -0.45 -0.370
C 0.33 -3.67 -1.18 -0.643
O 1.49 -4.10 -1.40 -0.022
O -0.69 -4.39 -1.51 -0.049
N 0.30 -1.11 -1.38 -0.134
C 1.70 -0.72 -1.57 -0.127
C 1.88 0.31 -2.78 -0.325
C 2.36 -0.42 -4.11 -0.006
O 2.79 1.30 -2.31 -0.133
C 2.18 2.59 -2.30 -0.205
C 2.64 3.39 -1.03 -0.259
C 2.16 4.76 -0.81 -0.027
C 2.55 5.52 0.42 -0.043
C 3.43 4.92 1.44 -0.042
C 3.96 3.56 1.22 -0.024
C 3.53 2.83 0.00 -0.054
O -0.11 -1.61 -2.62 -0.117
C -1.31 -0.96 -3.09 -0.158
C -2.55 -1.92 -3.23 -0.164
C -3.50 -1.43 -4.43 -0.239
C -4.99 -1.49 -3.90 -0.129
P 1.28 -2.26 1.01 0.452
O 0.80 -3.54 2.01 -0.229
O 2.86 -2.56 0.65 -0.170
S 1.13 -0.64 2.11 0.366
H -1.70 1.72 -0.03 0.010
H -1.40 -2.54 1.20 0.104
H -2.09 -2.69 -0.45 0.127
H 2.36 -1.61 -1.79 0.143
H 2.13 -0.19 -0.66 0.087
H 0.85 0.70 -3.01 0.137
H 3.41 -0.14 -4.40 0.091
H 2.16 -1.52 -4.09 0.088
H 1.70 -0.01 -4.94 0.087
H 2.50 3.17 -3.20 0.156
H 1.05 2.59 -2.26 0.071
H 1.50 5.25 -1.58 0.115
H 2.19 6.55 0.65 0.108
H 3.70 5.49 2.36 0.105
H 4.65 3.10 1.96 0.097
H 3.93 1.80 -0.15 0.115
H -1.55 -0.05 -2.47 0.117
H -1.08 -0.57 -4.13 0.131
H -3.15 -1.97 -2.29 0.090
H -2.19 -2.94 -3.51 0.122
H -3.26 -0.38 -4.75 0.102
H -3.33 -2.10 -5.32 0.110
H -5.74 -1.18 -4.68 0.071
H -5.20 -2.55 -3.58 0.075
H -5.03 -0.81 -3.00 0.072
H 0.05 -3.27 2.56 0.060
H 3.02 -3.52 0.53 0.071
C 2.07 -5.96 1.85 -0.002
O 3.04 -6.96 2.21 -0.032
C 3.92 -6.58 3.14 -0.598
O 3.98 -5.52 3.68 0.216
O 4.77 -7.63 3.37 -0.374
C 5.79 -7.38 4.35 -0.002
H 1.42 -6.38 1.09 0.121
H 1.47 -5.68 2.71 0.096
H 2.57 -5.09 1.43 0.068
H 5.34 -7.17 5.32 0.118
H 6.44 -6.57 4.04 0.129
H 6.39 -8.29 4.44 0.101
Ca 4.55 -9.47 2.75 1.511
O 8.98 -12.42 0.31 -0.334
S 8.64 -11.02 0.55 0.173
O 9.69 -10.36 1.35 -0.377
O 7.35 -10.97 1.30 -0.466
O 8.47 -10.31 -0.73 -0.382
Mg 0.81 1.85 -0.10 0.879
C 6.77 6.33 -1.18 -0.058
C 5.43 6.01 -1.80 -0.502
C 5.59 5.42 -3.20 -0.056
O 4.63 7.19 -1.88 -0.059
H 7.31 7.08 -1.77 0.081
H 6.64 6.76 -0.18 0.079
H 7.40 5.44 -1.09 0.082
H 4.88 5.30 -1.17 0.104
H 6.09 6.14 -3.86 0.082
H 4.62 5.21 -3.64 0.074
H 6.18 4.50 -3.18 0.082
H 5.10 7.83 -2.43 0.087
C 3.59 0.35 4.44 -0.476
O 4.00 1.52 3.96 -0.296
H 3.84 0.12 5.50 0.049
H 2.48 0.17 4.44 -0.011
H 3.95 -0.56 3.93 0.051
C -3.57 4.29 -2.54 0.095
C -4.04 5.40 -3.24 -0.363
C -2.96 6.11 -4.06 -0.343
O -3.18 7.05 -4.79 0.091
C -1.58 5.62 -3.95 0.093
C -1.13 4.52 -3.24 -0.376
C -2.22 3.76 -2.51 -0.339
O -2.01 2.72 -1.89 -0.021
O 0.05 4.11 -3.15 -0.025
O -5.19 5.85 -3.26 0.081
H -4.26 3.72 -1.94 0.085
H -0.87 6.22 -4.51 0.122
Ca -2.07 0.88 2.66 1.353
C -9.31 4.45 -2.80 -0.215
C -9.84 3.01 -2.74 -0.216
C -8.69 2.12 -2.26 -0.223
S -7.63 3.17 -1.26 0.672
O -6.36 3.31 -1.91 -0.320
O -7.74 2.77 0.13 -0.343
C -8.56 4.67 -1.50 -0.225
H -10.12 5.17 -2.93 0.118
H -8.62 4.55 -3.65 0.125
H -10.67 2.96 -2.03 0.116
H -10.22 2.68 -3.71 0.115
H -9.05 1.29 -1.66 0.101
H -8.09 1.75 -3.09 0.105
H -7.88 5.53 -1.53 0.111
H -9.25 4.78 -0.66 0.108
C -2.08 -3.50 8.15 -0.212
C -3.52 -3.56 7.61 -0.209
C -3.79 -2.24 6.88 -0.218
S -2.20 -1.66 6.29 0.656
O -1.87 -0.44 6.97 -0.309
O -2.15 -1.77 4.84 -0.397
C -1.23 -2.98 7.00 -0.224
H -1.74 -4.47 8.50 0.122
H -2.03 -2.80 8.99 0.126
H -3.61 -4.39 6.92 0.120
H -4.24 -3.72 8.41 0.121
H -4.46 -2.38 6.04 0.105
H -4.19 -1.48 7.55 0.111
H -0.26 -2.60 7.32 0.118
H -1.10 -3.75 6.23 0.109
```

Results
Largest force on an atom = 0.1033 hartree/bohr
HOMO-LUMO gap = 1.46 eV
E_HOMO = -0.214 Eh

***

Molecular formula: C40H62N9O4PSi
Method: DFT, ωB97M-V with the def2-TZVPD basis set

XYZ file:
```
117
Properties=species:S:1:pos:R:3:lowdin_charge:R:1
C -1.93 0.91 0.14 -0.236
P -2.03 -0.67 1.08 0.960
O -3.56 -1.24 0.73 -0.310
C -0.86 -1.93 0.33 -0.534
N -1.21 -3.17 1.05 0.080
C -0.73 -2.01 -1.19 -0.221
C 0.14 -3.05 -1.88 -0.084
C -0.53 -4.39 -2.17 -0.251
O -0.61 -5.19 -1.01 -0.204
Si -2.01 -6.06 -0.77 0.439
C -2.10 -6.40 1.09 -0.160
C -2.04 -7.75 -1.60 -0.154
C -3.59 -5.13 -1.21 -0.150
O -0.01 -0.75 -1.42 0.004
C 0.91 -0.65 -0.45 -0.488
O 1.76 0.14 -0.43 0.160
C 0.62 -1.66 0.68 -0.195
C 0.97 -1.20 2.08 -0.146
C 1.91 -2.15 2.85 -0.254
N 2.96 -2.80 2.06 0.006
H -0.93 1.17 -0.21 0.028
H -2.57 0.83 -0.74 0.040
H -2.33 1.73 0.72 0.030
H -3.60 -1.55 -0.19 0.042
H -2.20 -3.37 0.89 0.052
H -1.16 -2.98 2.05 0.078
H -1.73 -1.94 -1.60 0.147
H 0.39 -2.64 -2.86 0.130
H 1.08 -3.27 -1.39 0.128
H -1.47 -4.24 -2.71 0.108
H 0.14 -4.89 -2.87 0.109
H -2.91 -5.85 1.55 0.024
H -1.18 -6.03 1.54 0.020
H -2.16 -7.46 1.32 0.023
H -1.66 -7.77 -2.62 0.020
H -1.48 -8.47 -1.01 0.027
H -3.07 -8.10 -1.59 0.031
H -3.61 -4.90 -2.27 0.027
H -3.59 -4.18 -0.69 0.009
H -4.48 -5.71 -0.99 0.038
H 1.03 -2.65 0.56 0.129
H 1.38 -0.20 2.10 0.119
H 0.05 -1.14 2.66 0.073
H 1.37 -2.92 3.39 0.109
H 2.41 -1.55 3.61 0.087
H 2.64 -3.71 1.77 0.064
H 3.19 -2.27 1.23 0.049
C -1.05 -3.98 -7.35 -0.121
C -1.43 -5.18 -6.68 -0.111
C -0.37 -5.57 -5.91 -0.156
N 0.64 -4.67 -6.09 0.005
C 0.23 -3.69 -6.96 -0.141
H -1.65 -3.40 -8.03 0.092
H -2.38 -5.69 -6.76 0.090
H -0.25 -6.42 -5.26 0.102
H 1.54 -4.71 -5.65 0.142
H 0.89 -2.88 -7.23 0.109
C -2.14 4.65 -1.65 -0.107
C -0.98 4.67 -0.82 -0.100
C -0.98 5.85 -0.13 -0.146
N -2.09 6.56 -0.52 0.004
C -2.80 5.83 -1.44 -0.140
H -2.44 3.87 -2.32 0.072
H -0.24 3.89 -0.73 0.092
H -0.30 6.25 0.59 0.093
H -2.34 7.47 -0.19 0.135
H -3.71 6.22 -1.87 0.106
C 5.18 -1.30 7.88 -0.116
C 3.95 -1.97 8.14 -0.117
C 3.47 -2.41 6.94 -0.148
N 4.35 -2.03 5.96 0.004
C 5.40 -1.36 6.53 -0.142
H 5.83 -0.84 8.60 0.088
H 3.48 -2.12 9.10 0.087
H 2.58 -2.96 6.69 0.102
H 4.25 -2.22 4.98 0.127
H 6.20 -0.98 5.93 0.106
C 0.91 9.17 0.59 -0.104
C 2.00 9.77 1.27 -0.105
C 1.71 9.75 2.60 -0.134
N 0.49 9.16 2.76 0.013
C -0.01 8.80 1.53 -0.171
H 0.81 9.02 -0.48 0.093
H 2.90 10.17 0.83 0.092
H 2.27 10.10 3.46 0.108
H 0.02 9.02 3.64 0.142
H -0.96 8.32 1.44 0.069
C -2.14 -0.98 -5.10 -0.102
C -1.63 -0.11 -4.09 -0.097
C -2.15 1.13 -4.33 -0.128
N -2.94 1.06 -5.44 0.004
C -2.94 -0.22 -5.92 -0.138
H -1.93 -2.03 -5.22 0.077
H -0.97 -0.38 -3.28 0.064
H -2.02 2.07 -3.80 0.092
H -3.44 1.83 -5.85 0.144
H -3.51 -0.49 -6.79 0.106
C 7.05 -0.38 -0.06 -0.117
C 7.05 0.89 -0.71 -0.117
C 5.75 1.17 -1.06 -0.140
N 4.97 0.13 -0.64 0.014
C 5.75 -0.82 -0.03 -0.146
H 7.90 -0.90 0.34 0.087
H 7.90 1.51 -0.91 0.087
H 5.32 2.02 -1.56 0.106
H 3.97 0.07 -0.77 0.105
H 5.32 -1.72 0.37 0.090
C -2.52 6.64 4.83 -0.110
C -3.78 6.02 5.02 -0.110
C -4.19 5.56 3.79 -0.137
N -3.24 5.89 2.87 0.013
C -2.21 6.55 3.49 -0.149
H -1.91 7.11 5.58 0.088
H -4.32 5.91 5.94 0.090
H -5.08 5.03 3.50 0.106
H -3.28 5.68 1.89 0.130
H -1.36 6.88 2.93 0.072
```

Results
Largest force on an atom = 0.0657 hartree/bohr
HOMO-LUMO gap = 8.40 eV
E_HOMO = -0.295 Eh
SMILES string = CP(O)[C@@]1(N)[C@H](CCO[Si](C)(C)C)OC(=O)[C@H]1CCN.c1cc[nH]c1.c1cc[nH]c1.c1cc[nH]c1.c1cc[nH]c1.c1cc[nH]c1.c1cc[nH]c1.c1cc[nH]c1

***

Molecular formula: C40H62NiO32
Method: DFT, ωB97M-V with the def2-TZVPD basis set

XYZ file:
```
135
Properties=species:S:1:pos:R:3:lowdin_charge:R:1
Ni 13.90 13.63 11.50 0.733
O 14.19 13.65 13.43 -0.329
H 13.53 13.07 13.84 -0.044
O 14.06 13.65 9.40 -0.366
H 13.17 13.93 9.01 -0.002
C 15.25 17.33 6.47 -0.020
C 14.80 16.23 7.43 -0.290
C 14.95 16.50 8.86 -0.068
O 13.61 17.08 9.16 0.050
C 12.69 16.73 8.25 -0.563
O 11.49 16.83 8.34 0.125
O 13.32 16.13 7.22 0.063
H 15.03 16.96 5.41 0.112
H 16.33 17.44 6.55 0.081
H 14.70 18.24 6.65 0.085
H 15.19 15.27 7.18 0.139
H 15.64 17.30 9.14 0.146
H 15.02 15.59 9.41 0.061
C 17.13 9.84 7.75 -0.016
C 17.55 10.48 9.03 -0.219
C 17.95 11.99 8.96 -0.046
O 17.41 12.54 10.15 0.073
C 16.37 11.84 10.49 -0.576
O 15.51 12.08 11.27 0.138
O 16.32 10.65 9.84 0.063
H 16.07 9.62 7.82 0.072
H 17.69 8.91 7.53 0.097
H 17.30 10.39 6.84 0.077
H 18.17 9.86 9.63 0.135
H 17.56 12.61 8.16 0.137
H 19.03 12.21 8.97 0.123
C 10.64 19.13 12.62 -0.026
C 11.68 18.42 11.94 -0.258
C 13.12 18.39 12.45 -0.053
O 13.50 17.06 12.24 0.087
C 12.46 16.29 11.98 -0.587
O 12.49 15.12 11.75 0.109
O 11.34 16.97 12.02 0.093
H 10.80 20.20 12.71 0.106
H 10.58 18.77 13.65 0.104
H 9.69 18.93 12.28 0.068
H 11.49 18.57 10.85 0.166
H 13.07 18.65 13.50 0.132
H 13.85 18.86 11.80 0.150
C 9.29 13.32 8.93 -0.001
C 9.61 14.51 9.83 -0.310
C 8.72 15.75 9.52 -0.054
O 8.37 16.30 10.83 0.066
C 8.71 15.39 11.76 -0.566
O 8.60 15.51 12.93 0.161
O 9.25 14.25 11.19 0.054
H 8.34 12.99 9.33 0.093
H 10.01 12.53 9.12 0.070
H 9.19 13.63 7.91 0.089
H 10.63 14.93 9.77 0.133
H 7.78 15.38 9.05 0.137
H 9.29 16.47 8.94 0.109
C 12.18 12.06 6.80 -0.027
C 12.46 10.67 7.25 -0.294
C 13.35 10.85 8.48 -0.079
O 12.85 9.92 9.45 0.076
C 11.72 9.40 8.97 -0.568
O 11.04 8.60 9.54 0.148
O 11.37 9.93 7.79 0.112
H 11.56 12.59 7.53 0.062
H 11.56 12.06 5.89 0.097
H 13.12 12.60 6.67 0.099
H 12.91 10.13 6.39 0.160
H 13.34 11.80 8.98 0.076
H 14.41 10.67 8.43 0.101
C 11.35 15.32 15.09 -0.009
C 10.53 14.10 15.35 -0.274
C 10.46 13.17 14.17 -0.043
O 11.64 12.32 14.43 0.008
C 11.96 12.36 15.75 -0.559
O 12.62 11.58 16.41 0.114
O 11.22 13.29 16.38 0.085
H 12.35 15.01 14.70 0.097
H 11.44 15.91 15.97 0.089
H 10.90 15.84 14.30 0.051
H 9.53 14.45 15.73 0.177
H 10.55 13.56 13.18 0.101
H 9.57 12.50 14.23 0.154
C 17.56 14.75 15.52 -0.010
C 16.51 15.49 14.75 -0.311
C 15.31 15.64 15.67 -0.091
O 14.66 16.87 15.18 0.040
C 15.70 17.61 14.62 -0.565
O 15.58 18.75 14.35 0.167
O 16.81 16.88 14.43 0.095
H 18.50 14.73 14.87 0.102
H 17.28 13.74 15.77 0.068
H 17.71 15.25 16.47 0.083
H 16.22 14.93 13.83 0.126
H 15.60 15.70 16.74 0.136
H 14.58 14.84 15.75 0.115
C 15.87 9.32 15.21 -0.004
C 16.01 10.22 13.98 -0.265
C 16.46 11.64 14.39 -0.024
O 17.77 11.72 13.67 0.066
C 17.95 10.68 12.85 -0.659
O 18.80 10.62 12.05 0.164
O 17.01 9.80 13.05 0.108
H 16.88 9.02 15.50 0.099
H 15.44 8.36 15.01 0.061
H 15.45 9.78 16.02 0.056
H 15.06 10.26 13.39 0.146
H 16.67 11.68 15.47 0.128
H 15.77 12.34 14.01 0.072
C 20.10 13.95 10.82 -0.021
C 19.48 14.86 11.87 -0.248
C 19.32 16.33 11.51 -0.071
O 18.03 16.45 10.89 0.084
C 17.27 15.43 11.38 -0.522
O 16.07 15.29 11.23 0.117
O 18.07 14.56 12.00 0.053
H 19.80 14.15 9.76 0.093
H 19.88 12.93 11.05 0.060
H 21.22 14.01 10.68 0.111
H 19.86 14.72 12.91 0.162
H 20.12 16.60 10.86 0.127
H 19.28 16.94 12.35 0.116
C 12.54 8.35 13.75 -0.006
C 12.10 9.02 12.44 -0.295
C 10.64 9.47 12.46 -0.054
O 10.68 10.79 11.82 0.074
C 11.94 11.22 11.80 -0.547
O 12.17 12.32 11.38 0.115
O 12.79 10.27 12.27 0.079
H 11.82 7.52 14.02 0.112
H 12.55 9.18 14.39 0.061
H 13.46 7.75 13.76 0.078
H 12.22 8.36 11.55 0.144
H 10.27 9.56 13.53 0.151
H 10.08 8.80 11.81 0.126
```

Results
Largest force on an atom = 0.0696 hartree/bohr
HOMO-LUMO gap (spin up / spin down) = 8.76 / 8.61 eV
E_HOMO (spin up / spin down) = -0.313 / -0.307 Eh
Multiplicity = 3